1.
Below is C4H3NO3 in the gas phase, with properties calculated with ωB97M-V/def2-TZVPD.

```
11
C4H3NO3 ωB97M-V/def2-TZVPD
C -0.117 -0.112 -0.195
H 1.464 2.521 0.138
C 0.900 -1.048 -0.263
C -1.632 -0.395 -0.077
O 1.278 1.603 0.161
H -1.959 1.371 -0.038
O -2.071 -1.516 0.278
H 2.800 -2.400 0.339
C 1.877 -1.791 -0.113
O -2.532 0.609 -0.201
N -0.006 1.158 -0.029
```

Output
Frontier orbital gap (eV): 9.7
ΔE to the lowest compared entry with this formula, charge and spin (eV): 4.997
SMILES: C#C/C(=N\O)C(=O)O
2S+1: 1
E_tot (Eh): -434.54370
Charge: 0
LUMO level (eV): -0.55

For reference, the Löwdin charges in units of e are: -0.2222, 0.0903, -0.0630, -0.4017, 0.0147, 0.0845, 0.0753, 0.1118, 0.1579, 0.1052, 0.0471



2.
Below is C4H3NO3 in the gas phase, with properties calculated with ωB97M-V/def2-TZVPD.

```
11
C4H3NO3 ωB97M-V/def2-TZVPD
O -1.201 -0.604 1.235
H 0.831 -0.639 1.855
H 0.803 0.164 -2.303
H -0.604 1.500 1.357
O -1.233 1.771 -1.351
C 0.725 -1.049 -0.304
C 0.106 -0.649 1.103
N 0.372 -0.038 -1.241
C -0.585 0.665 0.653
C -0.689 0.875 -0.618
O 1.476 -1.998 -0.385
```

Output
Frontier orbital gap (eV): 9.6
ΔE to the lowest compared entry with this formula, charge and spin (eV): 4.050
SMILES: O=C1NC(=O)[C@@H]2O[C@H]12
2S+1: 1
E_tot (Eh): -434.57851
Charge: 0
LUMO level (eV): -0.61

For reference, the Löwdin charges in units of e are: 0.0957, 0.1432, 0.2457, 0.1763, 0.0783, -0.3647, -0.1610, 0.1540, -0.1109, -0.3453, 0.0887



3.
Below is C4H3NO3 in the gas phase, with properties calculated with ωB97M-V/def2-TZVPD.

```
11
C4H3NO3 ωB97M-V/def2-TZVPD
C -1.437 -0.810 0.075
H 0.341 1.966 0.049
H -2.554 1.292 0.003
C 2.031 -0.265 0.097
O 2.451 -1.418 -0.104
C -0.150 0.923 -0.173
N 0.621 -0.133 -0.193
O -0.200 -1.249 -0.251
H 2.643 0.729 0.571
C -1.497 0.700 -0.109
O -2.248 -1.736 0.035
```

Output
Frontier orbital gap (eV): 9.2
ΔE to the lowest compared entry with this formula, charge and spin (eV): 4.304
SMILES: O=Cn1ccc(=O)o1
2S+1: 1
E_tot (Eh): -434.56916
Charge: 0
LUMO level (eV): -0.24

For reference, the Löwdin charges in units of e are: -0.4500, 0.1721, 0.1756, -0.1638, 0.0470, -0.1369, -0.0866, 0.1133, 0.2037, 0.0510, 0.0745